{
  "formula": "C27H64F3N6O13S",
  "method": "the ωB97M-V functional and the def2-TZVPD basis",
  "total_charge": -1,
  "lumo_ev": 1.85,
  "gap_ev": 7.89,
  "fmax_ha_per_bohr": 0.1603,
  "homo_ev": -6.04,
  "species": ["C", "F", "F", "F", "S", "O", "O", "O", "C", "C", "O", "O", "H", "H", "H", "H", "H", "H", "C", "C", "O", "O", "H", "H", "H", "H", "H", "H", "C", "C", "O", "O", "H", "H", "H", "H", "H", "H", "C", "O", "N", "N", "H", "H", "H", "H", "C", "O", "N", "N", "H", "H", "H", "H", "C", "C", "C", "C", "C", "C", "N", "O", "C", "C", "C", "H", "H", "H", "H", "H", "H", "H", "H", "H", "H", "H", "H", "H", "H", "H", "H", "H", "H", "H", "C", "C", "C", "C", "C", "C", "N", "O", "C", "C", "C", "H", "H", "H", "H", "H", "H", "H", "H", "H", "H", "H", "H", "H", "H", "H", "H", "H", "H", "H"],
  "xyz": [[-2.82181, 1.61932, -2.79356], [-2.96611, 2.96855, -2.91602], [-2.60338, 1.23259, -1.49914], [-3.94129, 1.02384, -3.18973], [-1.34307, 1.13383, -3.96246], [-1.30258, -0.32345, -4.00459], [-1.72382, 1.78412, -5.25283], [-0.16200, 1.84835, -3.38006], [-4.84314, -5.50896, -4.08360], [-5.77287, -4.51547, -4.74340], [-6.84259, -4.39796, -3.85833], [-3.63380, -5.37848, -4.79001], [-5.08069, -6.57196, -4.04234], [-4.69148, -5.31018, -3.02267], [-5.96550, -4.69338, -5.80139], [-5.44250, -3.48767, -4.89364], [-7.14918, -3.52155, -4.10228], [-3.24863, -4.50586, -4.68147], [-1.55218, 7.90818, -8.63185], [-2.03535, 9.41658, -8.79124], [-2.68885, 9.67983, -10.04053], [-2.59553, 7.04117, -8.32299], [-0.86687, 7.79477, -7.79185], [-1.28618, 7.50214, -9.60779], [-1.18775, 10.09475, -8.69243], [-2.47536, 9.85800, -7.89701], [-2.52210, 10.61907, -10.14827], [-2.25486, 6.20774, -7.98991], [5.32997, 8.21757, -5.84881], [5.72869, 7.03464, -4.96846], [6.33670, 7.51074, -3.76304], [4.55452, 9.19567, -5.20597], [4.89384, 7.67877, -6.68999], [6.16528, 8.80229, -6.23415], [6.44849, 6.50925, -5.59610], [4.88582, 6.37009, -4.77862], [5.71629, 7.20552, -3.09705], [4.40944, 8.91941, -4.29810], [2.33171, 5.86226, 1.93003], [3.40060, 5.98219, 1.39213], [1.91596, 6.63853, 2.86287], [1.56374, 4.84233, 1.75317], [2.43796, 7.43169, 3.20714], [1.09725, 6.28528, 3.33725], [1.01365, 4.35826, 2.44829], [1.78724, 4.30768, 0.92594], [4.02198, -0.07923, -8.50117], [4.99087, -0.62157, -8.94757], [2.81273, -0.27246, -8.75795], [4.15234, 0.82951, -7.58685], [2.02923, 0.05671, -8.21216], [2.63293, -0.90739, -9.52255], [5.07768, 1.07647, -7.26612], [3.33073, 1.15862, -7.10030], [-7.55894, -3.56403, 5.01869], [-7.03626, -3.49706, 6.50343], [-6.64093, -4.91512, 7.15909], [-5.91902, -4.81673, 8.48247], [-4.72427, -3.88938, 8.43659], [-4.86562, -2.46739, 7.71957], [-5.76981, -2.68988, 6.51380], [-5.90120, -1.53299, 5.70519], [-5.36707, -1.39448, 8.81653], [-3.56022, -2.06781, 7.10643], [-8.14330, -2.84568, 7.31247], [-7.52272, -2.71508, 4.33599], [-8.57717, -3.94857, 4.95998], [-6.94182, -4.31906, 4.53169], [-7.54495, -5.52246, 7.20351], [-5.96062, -5.38707, 6.45019], [-5.53607, -5.77567, 8.83156], [-6.60283, -4.56621, 9.29349], [-3.85637, -4.43653, 8.06850], [-4.52657, -3.50071, 9.43555], [-4.72008, -0.94307, 9.56870], [-5.76853, -0.58919, 8.20135], [-6.15301, -1.87290, 9.40091], [-2.81451, -1.81367, 7.85971], [-3.20707, -2.89381, 6.48907], [-3.43253, -1.23964, 6.40934], [-8.53683, -2.00169, 6.74598], [-7.94084, -2.57826, 8.34956], [-9.05434, -3.44116, 7.37175], [-5.23917, -1.82276, 5.07326], [6.45454, -0.79453, 2.46786], [6.21769, -1.56773, 1.15381], [7.39469, -2.56878, 0.85998], [7.30523, -4.00494, 1.39810], [5.90221, -4.47029, 1.02127], [4.67075, -3.56278, 1.41730], [4.87892, -2.19377, 1.04903], [3.79483, -1.37365, 1.13306], [3.41053, -4.18733, 0.83958], [4.60727, -3.80559, 2.97467], [6.35596, -0.43030, 0.07516], [7.48522, -0.44268, 2.42327], [6.45046, -1.52348, 3.27824], [5.73491, 0.00869, 2.62623], [7.60081, -2.57533, -0.21034], [8.38655, -2.21591, 1.14245], [7.52765, -4.03913, 2.46463], [7.99494, -4.57881, 0.77917], [5.71681, -5.54322, 1.07156], [6.04412, -4.33119, -0.05047], [3.21419, -4.12472, -0.23076], [3.46472, -5.24110, 1.11294], [2.49471, -3.99780, 1.39944], [4.03889, -4.67493, 3.30523], [5.54449, -3.84853, 3.52955], [4.10001, -2.92021, 3.35794], [7.30582, 0.08949, 0.20042], [5.53308, 0.27357, 0.19974], [6.29883, -0.82252, -0.94022], [3.42768, -1.39516, 0.24630]]
}